Entry 1:
Formula: C44H43FN10O4
Source: the OMol25 dataset
Level of theory: ωB97M-V/def2-TZVPD

Geometry (Å):
N -4.57471 -1.85339 8.03944
C -5.15817 -1.64837 6.74959
O -4.05016 -1.78592 5.78858
C -4.34929 -2.62658 4.79451
O -3.64772 -2.93762 3.90117
O -5.65441 -3.06075 4.96901
C -6.05259 -2.79939 6.26322
F -5.82143 -3.89519 7.03556
N -7.49172 -2.62307 6.23606
C -7.94096 -1.54307 6.59813
O -8.41022 -0.49366 6.75858
H -4.34633 -0.97124 8.47354
H -5.19646 -2.39440 8.62740
H -5.49766 -0.63264 6.54840
N -0.99190 -0.20980 -0.90976
C -0.73242 -1.37919 -0.32424
C -1.45128 -1.87702 0.75089
C -2.49605 -1.11591 1.25067
C -2.77873 0.10534 0.65517
C -2.00166 0.50819 -0.41887
H 0.09703 -1.93788 -0.74502
H -1.19791 -2.83504 1.18332
H -3.07905 -1.47051 2.09023
H -3.58416 0.73152 1.01440
H -2.18776 1.45452 -0.91815
N 2.22121 2.16456 -5.54991
C 2.45120 1.01122 -4.92281
C 1.70154 0.55537 -3.84916
C 0.65265 1.33970 -3.39423
C 0.40057 2.54340 -4.03513
C 1.20902 2.90639 -5.10216
H 3.28267 0.42892 -5.30612
H 1.93565 -0.39110 -3.37815
H 0.04951 1.00935 -2.55393
H -0.40665 3.18973 -3.71624
H 1.04326 3.83868 -5.63127
N -2.27724 -4.51106 -3.48070
C -1.72153 -4.91303 -4.62302
C -0.74520 -4.19705 -5.29857
C -0.32281 -2.99222 -4.75975
C -0.88897 -2.55638 -3.57305
C -1.85670 -3.35146 -2.97607
H -2.08298 -5.85916 -5.01118
H -0.32898 -4.57435 -6.22278
H 0.43572 -2.40017 -5.25741
H -0.58877 -1.62092 -3.11938
H -2.32416 -3.05087 -2.04458
N 2.39943 -3.40223 -0.07707
C 3.16549 -3.46690 -1.16595
C 4.52873 -3.21715 -1.16344
C 5.13229 -2.87627 0.03608
C 4.35213 -2.80382 1.17899
C 2.99711 -3.07710 1.06899
H 2.65061 -3.73157 -2.08402
H 5.10112 -3.28398 -2.07855
H 6.19424 -2.66472 0.07902
H 4.78362 -2.53850 2.13446
H 2.34926 -3.03144 1.93800
N 7.80664 -0.45043 -0.06517
C 6.83011 0.42728 -0.29987
C 6.98757 1.56585 -1.07409
C 8.22968 1.81475 -1.63645
C 9.25683 0.91647 -1.40136
C 8.99424 -0.19431 -0.61461
H 5.87412 0.19500 0.15817
H 6.15582 2.23895 -1.23272
H 8.39899 2.69001 -2.24955
H 10.24085 1.07283 -1.82163
H 9.77037 -0.92394 -0.40946
N -0.01033 5.60401 -0.56358
C -0.31877 6.37319 0.47955
C -0.65915 5.87679 1.72890
C -0.68479 4.50287 1.90563
C -0.36894 3.68700 0.83179
C -0.03796 4.28524 -0.37462
H -0.28915 7.44190 0.29735
H -0.89784 6.55074 2.54027
H -0.94674 4.07457 2.86495
H -0.37615 2.60910 0.92514
H 0.22182 3.68241 -1.23860
N 9.49387 3.70335 -4.13540
C 8.51645 4.57737 -4.37574
C 8.67327 5.71500 -5.15144
C 9.91689 5.96372 -5.70788
C 10.94622 5.06787 -5.46881
C 10.68279 3.95840 -4.68129
H 7.55877 4.34693 -3.91998
H 7.84183 6.38669 -5.31384
H 10.08135 6.84181 -6.31913
H 11.93224 5.22380 -5.88405
H 11.45908 3.23029 -4.47310
N -12.25824 -2.26820 6.67568
C -11.51453 -1.62825 5.77393
C -11.73493 -1.69575 4.40673
C -12.78609 -2.47272 3.94802
C -13.56980 -3.14548 4.87075
C -13.26525 -3.00919 6.21679
H -10.70488 -1.03471 6.17878
H -11.09857 -1.15337 3.72071
H -12.99103 -2.55257 2.88810
H -14.39951 -3.76322 4.55596
H -13.85446 -3.51685 6.97245

Atoms 1-6, force components in eV/Å:
-1.06 0.22 -0.27
2.06 -0.32 -0.34
0.09 0.12 -0.12
-0.51 0.32 0.69
0.02 -0.10 -0.34
0.53 -0.29 -0.22

Results
HOMO energy = -0.3450 hartree
lowest unoccupied orbital energy = 0.10 eV
structure (SMILES) = N[C@H]1OC(=O)O[C@]1(F)N=C=O.c1ccncc1.c1ccncc1.c1ccncc1.c1ccncc1.c1ccncc1.c1ccncc1.c1ccncc1.c1ccncc1



Entry 2:
Formula: C5H7NO
Source: the OMol25 dataset
Level of theory: ωB97M-V/def2-TZVPD

Geometry (Å):
C -2.21642 -1.02584 0.36575
N -1.58288 0.07577 -0.07969
C -0.26308 0.11021 -0.21098
C 0.90863 -0.03313 0.74809
C 1.83658 -0.11003 -0.48510
C 0.82480 1.05576 -0.67778
O 1.08032 1.44895 0.73059
H -3.17891 -0.95383 0.84912
H -1.65660 -1.94768 0.33637
H -2.15849 0.85856 -0.41287
H 0.96685 -0.52861 1.72240
H 1.73627 -0.99062 -1.13269
H 2.87278 0.20006 -0.31438
H 0.83014 1.84044 -1.43884

Atoms 1-6, force components in eV/Å:
-0.12 -0.26 0.28
-0.16 0.35 -0.18
0.36 -0.04 -0.10
-0.03 -0.47 0.32
0.09 -0.05 -0.07
-0.10 0.25 -0.48

Results
relative energy (zero: lowest compared OMol25 entry of this formula, charge and spin) = 606.0 kJ/mol
HOMO energy (spin up / spin down) = -0.2543 / -0.2515 hartree
lowest unoccupied orbital energy (spin up / spin down) = 0.79 / 0.95 eV



Entry 3:
Formula: C6H10IO2P
Source: the OMol25 dataset
Level of theory: ωB97M-V/def2-TZVPD

Geometry (Å):
C -2.13732 0.83693 -0.64020
C -1.73768 -2.22918 -0.61543
C -1.16203 0.21016 -0.03752
C -1.01725 -1.27311 -0.03809
C 0.13505 2.19694 0.67681
C 2.12571 0.22887 -0.74804
O -0.10694 0.76427 0.75263
O 0.21019 -1.78505 0.51765
P 1.60513 -0.87723 0.55134
I 4.28614 0.18301 -0.11305
H -2.09794 1.93727 -0.53337
H -3.04332 0.41447 -1.02803
H -1.28329 -3.17753 -0.43548
H -2.76801 -2.24045 -0.98875
H 0.87829 2.28023 -0.11524
H 0.78147 2.45639 1.51774
H -0.80211 2.65392 0.35834
H 2.24010 -0.49937 -1.73832
H 1.55683 -0.19563 1.70073
H 2.33697 -1.88492 0.95629

Atoms 1-6, force components in eV/Å:
-0.25 2.50 0.50
-0.68 0.14 0.82
1.71 -1.04 1.64
1.29 -0.32 -0.31
0.96 -1.56 -1.40
0.81 -2.76 -2.11

Results
relative energy (zero: lowest compared OMol25 entry of this formula, charge and spin) = 97.6 kJ/mol
HOMO energy = -0.2939 hartree
lowest unoccupied orbital energy = 0.42 eV



no.,electronic energy (eV)
1,-72132.712
2,-8829.922
3,-27863.348